(1)
# C14H17MgO5

C14H17MgO5 as an isolated structure (ωB97M-V/def2-TZVPD, OMol25).

Last column: natural (NBO) charge in e.
Positions of all 37 atoms, in Å:
Mg -0.8688 1.1922 -0.7888  1.75
O -0.9457 5.0489 -0.6039  -0.66
C -0.4579 3.9301 -0.5489  0.79
O -0.5009 3.0320 -1.4727  -0.93
C 0.3783 3.5701 0.7082  -0.36
C 1.5489 2.6567 0.3384  0.08
C 2.5834 2.6025 1.4720  -0.43
C 1.8876 1.6640 2.4900  -0.42
C 0.5412 1.4408 1.8028  0.07
O 0.9403 1.3467 0.4157  -0.60
C -0.3028 2.7254 1.8395  -0.35
C -1.7989 2.3807 1.7054  0.79
O -2.5586 2.7415 2.5940  -0.67
O -2.1036 1.6468 0.6977  -0.92
H 0.7152 4.5181 1.1253  0.23
H 1.9453 2.7997 -0.6628  0.22
H 2.7760 3.5962 1.8752  0.21
H 3.5286 2.1862 1.1247  0.21
H 1.7749 2.1020 3.4806  0.21
H 2.4236 0.7198 2.5858  0.21
H 0.0053 0.5325 2.0686  0.22
H -0.1772 3.2358 2.7937  0.22
C -0.5940 -3.9199 -3.1219  -0.58
C -0.7591 -3.5010 -1.6550  -0.18
C -2.0676 -4.0828 -1.1038  -0.58
C 0.4217 -4.0431 -0.8377  -0.58
C -0.7954 -2.0328 -1.5578  -0.06
C -0.8446 -0.8186 -1.5019  -0.70
H -0.5691 -5.0103 -3.2073  0.19
H 0.3321 -3.5153 -3.5312  0.21
H -1.4227 -3.5407 -3.7205  0.21
H -2.0538 -5.1752 -1.1630  0.19
H -2.9191 -3.7116 -1.6744  0.21
H -2.2069 -3.7895 -0.0631  0.21
H 0.4588 -5.1347 -0.8991  0.19
H 0.3234 -3.7547 0.2093  0.21
H 1.3621 -3.6385 -1.2130  0.21

Forces on atoms 1 to 6 (eV/Å):
-0.1 0.0 0.0
0.0 -0.1 0.0
0.0 0.2 0.1
-0.2 -0.6 0.1
0.0 0.1 -0.1
0.2 0.1 0.0

The charge is -1. The calculation puts the gap between HOMO and LUMO at 8.66 eV. The calculation puts the lowest unoccupied orbital energy at 2.8 eV. The total energy is -30480.6490 eV. The value obtained for the HOMO energy is -5.82 eV.


(2)
# C14H17N3

A 2-piece molecular cluster, C14H17N3 overall at a distorted geometry (ωB97M-V/def2-TZVPD, OMol25).

Last column: natural (NBO) charge in e.
Positions of all 34 atoms, in Å:
C 5.0376 1.1390 -1.5521  -0.63
C 4.2304 1.6800 -0.4772  -0.09
C 4.6422 2.6155 0.4265  -0.04
N 3.6345 3.0138 1.3039  -0.54
C 2.4470 2.3150 1.0102  0.13
C 1.0933 2.2173 1.5422  -0.23
C 0.2142 1.3852 0.9099  -0.22
C 0.4526 0.8054 -0.3625  -0.23
C 1.7049 0.7900 -0.8771  -0.20
C 2.7482 1.5152 -0.1459  -0.07
H 4.7834 0.1725 -1.8905  0.22
H 6.0977 1.0780 -1.3229  0.22
H 4.9852 1.7675 -2.4291  0.22
H 5.6542 3.0958 0.4352  0.21
H 3.9931 3.3824 2.1326  0.40
H 0.8325 2.5476 2.6302  0.22
H -0.6040 1.0812 1.4639  0.21
H -0.3106 0.2034 -0.8830  0.21
H 2.0344 0.1773 -1.7870  0.22
C -2.9658 -2.1279 -2.6751  -0.62
C -2.7963 -1.2966 -1.3496  -0.46
C -3.3878 -1.9718 -0.1944  0.14
C -4.7572 -2.4744 -0.2682  -0.17
N -4.9390 -3.0120 1.0538  -0.51
C -3.7221 -3.0865 1.7225  0.16
N -2.7591 -2.4005 0.9937  -0.47
H -3.5370 -3.0697 -2.2949  0.23
H -1.9439 -2.4546 -3.0014  0.22
H -3.5106 -1.4737 -3.4763  0.22
H -1.6663 -1.2735 -1.1334  0.22
H -3.2185 -0.2245 -1.3318  0.23
H -5.6042 -2.1047 -0.8274  0.22
H -5.6337 -3.6326 1.3339  0.40
H -3.5542 -3.5147 2.6671  0.20

Forces on atoms 1 to 6 (eV/Å):
1.0 0.4 -1.0
-2.9 1.2 2.4
0.6 -0.2 -0.6
-0.4 -0.9 -1.7
-0.2 -0.9 -1.3
1.9 0.3 2.2

The calculation puts the gap between HOMO and LUMO at 8.77 eV. The calculation puts the lowest unoccupied orbital energy at 1.0 eV. The total energy is -19261.7565 eV. The value obtained for the HOMO energy is -7.78 eV.


(3)
# C14H17N3SeZn

C14H17N3SeZn as an isolated structure at a distorted geometry (ωB97M-V/def2-TZVPD, OMol25).

Last column: natural (NBO) charge in e.
Positions of all 36 atoms, in Å:
C 2.1915 2.1796 0.5256  -0.70
C 2.9407 0.8189 0.6779  -0.70
H 1.9382 2.4010 -0.5121  0.22
H 2.9145 2.9476 0.8300  0.25
H 1.3151 2.3789 1.1622  0.25
H 2.5035 -0.1203 0.2724  0.20
H 3.8270 0.9478 0.0493  0.24
H 3.3167 0.6698 1.6929  0.26
C -0.5409 2.2070 -1.2723  0.08
C -1.2730 2.5366 -2.4179  -0.24
C -1.8455 1.4999 -3.1661  -0.14
C -1.6919 0.1912 -2.7169  -0.22
H -0.1120 3.0000 -0.6511  0.22
H -1.3655 3.5879 -2.6855  0.24
H -2.4090 1.7086 -4.0715  0.23
H -2.1410 -0.6532 -3.2281  0.22
N -0.3165 0.9382 -0.8878  -0.51
C -0.9332 -0.0645 -1.5633  0.17
C -0.8438 -1.4027 -0.9584  0.17
N -0.1498 -1.4972 0.2092  -0.52
C -0.2332 -2.6367 0.9183  0.08
C -1.5577 -3.7152 -0.7683  -0.15
C -0.9311 -3.7642 0.4808  -0.24
H 0.2828 -2.6166 1.8750  0.25
H -0.9566 -4.6419 1.1173  0.23
C -1.5137 -2.5245 -1.4894  -0.22
H -1.9949 -2.4309 -2.4605  0.22
H -2.0709 -4.5836 -1.1772  0.23
Zn 0.8378 0.3022 0.9886  1.64
C 1.3729 -0.7500 2.7019  -1.37
H 1.9621 -1.6461 2.4607  0.17
H 0.5040 -1.0282 3.3158  0.21
H 1.9917 -0.0276 3.2452  0.19
Se -2.9328 2.6832 3.0392  -0.25
C -1.5218 1.8316 2.4396  0.14
N -0.5638 1.2734 2.0249  -0.81

Forces on atoms 1 to 6 (eV/Å):
0.7 0.6 0.1
1.7 0.8 -0.8
0.1 -0.2 0.1
-0.2 -0.2 0.0
0.2 -0.2 -0.1
0.5 0.4 0.1

The calculation puts the gap between HOMO and LUMO at 5.98 eV. The calculation puts the lowest unoccupied orbital energy at -0.9 eV. The total energy is -133026.8551 eV. The value obtained for the HOMO energy is -6.91 eV.


(4)
# C14H17N5O

One molecule with the formula C14H17N5O (ωB97M-V/def2-TZVPD, OMol25).

Last column: natural (NBO) charge in e.
Positions of all 37 atoms, in Å:
C 3.1359 2.6392 -1.1688  -0.25
O 2.5011 1.4566 -0.7472  -0.53
C 3.2678 0.4371 -0.2384  0.33
C 4.6260 0.5587 0.0182  -0.30
C 5.3623 -0.5162 0.4879  -0.21
C 4.7453 -1.7339 0.6982  -0.22
C 3.3905 -1.8613 0.4581  -0.21
C 2.6219 -0.7895 0.0099  0.08
N 1.2731 -1.0299 -0.2548  -0.58
C 0.1337 -0.3329 0.0403  0.65
N 0.1897 0.8719 0.6296  -0.83
N -0.9561 -0.9973 -0.2277  -0.61
C -2.1983 -0.4909 -0.0730  0.57
N -2.4052 0.7632 0.3789  -0.58
C -3.6518 1.1973 0.4834  0.29
C -3.8447 2.6035 0.9657  -0.65
C -4.7261 0.3859 0.1494  -0.37
C -4.4284 -0.9003 -0.3024  0.28
C -5.5134 -1.8592 -0.6829  -0.65
N -3.1858 -1.3255 -0.4130  -0.48
H 3.5790 3.1838 -0.3282  0.18
H 2.3507 3.2471 -1.6162  0.20
H 3.9059 2.4350 -1.9183  0.18
H 5.1286 1.4955 -0.1617  0.22
H 6.4180 -0.3952 0.6750  0.22
H 5.3124 -2.5817 1.0495  0.22
H 2.9001 -2.8100 0.6195  0.21
H 1.0460 -1.9906 -0.4784  0.42
H 1.0240 1.4272 0.5491  0.41
H -0.7358 1.3095 0.6799  0.44
H -4.0326 3.2584 0.1149  0.23
H -4.6993 2.6627 1.6357  0.22
H -2.9520 2.9508 1.4792  0.22
H -5.7435 0.7323 0.2391  0.21
H -5.0691 -2.7889 -1.0248  0.24
H -6.1282 -1.4358 -1.4755  0.22
H -6.1548 -2.0575 0.1745  0.22

Forces on atoms 1 to 6 (eV/Å):
0.1 0.3 -0.1
0.0 -0.5 0.1
-0.1 -0.1 0.0
0.0 0.2 0.0
0.0 -0.1 0.0
0.1 0.0 0.0

The calculation puts the gap between HOMO and LUMO at 8.41 eV. The calculation puts the lowest unoccupied orbital energy at 0.7 eV. The total energy is -24292.6507 eV. The value obtained for the HOMO energy is -7.71 eV.


(5)
# C14H18AgN5OS2

C14H18AgN5OS2 as an isolated structure (ωB97M-V/def2-TZVPD, OMol25).

Last column: natural (NBO) charge in e.
Positions of all 41 atoms, in Å:
Ag -0.5798 1.0920 0.1905  0.74
C -3.2594 -3.0184 -0.6777  -0.70
C -2.1724 -1.9975 -0.5065  0.24
N -2.3700 -0.7401 -0.4969  -0.21
N -3.6292 -0.2676 -0.6538  -0.44
C -3.8493 1.0746 -0.7529  0.28
N -5.1518 1.3917 -0.9579  -0.79
S -2.6852 2.2507 -0.6777  -0.20
C -0.7561 -2.4177 -0.3245  0.14
C -0.4484 -3.6325 0.2781  -0.24
C 0.8859 -3.9561 0.4700  -0.16
C 1.8535 -3.0678 0.0430  -0.24
C 1.4469 -1.8791 -0.5486  0.07
N 0.1740 -1.5514 -0.7310  -0.40
H -3.8521 -2.8069 -1.5724  0.23
H -3.9353 -3.0322 0.1823  0.23
H -2.8563 -4.0189 -0.8016  0.24
H -4.3986 -0.9109 -0.7795  0.37
H -5.8812 0.7159 -0.8053  0.39
H -5.3957 2.3651 -0.9222  0.42
H -1.2281 -4.2979 0.6214  0.21
H 1.1593 -4.8852 0.9526  0.22
H 2.9077 -3.2713 0.1696  0.22
H 2.1760 -1.1481 -0.8767  0.21
S 0.7552 0.5463 2.2164  -0.45
C 2.1928 0.8656 1.2918  0.07
C 3.4785 0.6868 1.8353  -0.28
C 4.5859 0.9647 1.0666  -0.17
C 4.4207 1.4220 -0.2403  -0.32
C 3.1263 1.5662 -0.7027  0.04
N 2.0454 1.2913 0.0257  -0.54
H 3.5745 0.3357 2.8532  0.22
H 5.5782 0.8308 1.4809  0.21
H 5.2641 1.6591 -0.8733  0.21
H 2.9319 1.9167 -1.7115  0.19
C 0.7947 4.2702 0.6554  -0.26
O 0.1542 3.9111 -0.5660  -0.73
H 0.2642 5.0819 1.1618  0.16
H 1.8344 4.5667 0.4886  0.16
H 0.7851 3.3917 1.2981  0.21
H 0.0594 4.7029 -1.1022  0.46

Forces on atoms 1 to 6 (eV/Å):
-0.1 0.0 0.0
-0.1 -0.1 0.0
0.0 0.0 0.0
0.0 0.0 0.0
0.0 0.0 0.0
-0.2 -0.1 0.0

The calculation puts the gap between HOMO and LUMO at 6.74 eV. The calculation puts the lowest unoccupied orbital energy at 0.1 eV. The total energy is -49977.5688 eV. The value obtained for the HOMO energy is -6.62 eV.